*one*
The following is a DFT calculation (ωB97M-V/def2-TZVPD) of a 2-piece molecular cluster, C2H3Br2FSi overall.

Values from the calculation:
Molar mass: 233.938 g mol⁻¹
Kohn-Sham gap (spin up / spin down): 0.21054 / 0.20165 Eh
HOMO (spin up / spin down): -8.125 / -7.962 eV

CARTESIAN COORDINATES (ANGSTROEM)
C  0.9915  0.6874  -0.5854
C  0.6120  -0.0895  0.4731
F  -0.9762  -2.4380  1.5275
Si  -0.8397  -1.1242  0.5384
Br  -0.9439  2.9719  -0.2310
Br  -2.4542  -1.2930  -0.9535
H  1.8985  1.1652  -0.6428
H  0.6117  0.3523  -1.5338
H  1.1003  -0.2320  1.4074

Löwdin population analysis, charges in e, atoms 1 to 8:
1 C -0.109
2 C -0.348
3 F -0.197
4 Si 0.413
5 Br -0.355
6 Br 0.453
7 H 0.044
8 H 0.055


*two*
The following is a DFT calculation (ωB97M-V/def2-TZVPD) of one molecule with the formula C2H3Br2FSi.

Values from the calculation:
Molar mass: 233.938 g mol⁻¹
Kohn-Sham gap: 0.41104 Eh
HOMO: -10.725 eV

CARTESIAN COORDINATES (ANGSTROEM)
C  -1.3082  -0.7354  -0.4645
C  -0.7569  0.4234  -0.0762
Si  1.1126  0.4344  0.3712
F  1.1054  0.4409  1.9985
Br  2.1023  -1.3279  -0.5869
Br  2.3748  2.1916  -0.1465
H  -2.3272  -1.0186  -0.5618
H  -0.7836  -1.5412  -0.8412
H  -1.5191  1.1327  0.3073

Löwdin population analysis, charges in e, atoms 1 to 8:
1 C -0.083
2 C -0.241
3 Si -0.289
4 F -0.217
5 Br 0.372
6 Br 0.347
7 H 0.052
8 H -0.013


Here is how they stack up, most stable first: *two*, *one*.


*one*
The following is a DFT calculation (ωB97M-V/def2-TZVPD) of one molecule with the formula C2H5IOS.

Values from the calculation:
Molar mass: 204.032 g mol⁻¹
Kohn-Sham gap: 0.34444 Eh
HOMO: -9.086 eV

CARTESIAN COORDINATES (ANGSTROEM)
C  0.5426  0.8277  -0.2732
C  -0.4167  -0.2149  0.2678
O  -0.4185  -0.3131  1.6354
S  -0.0166  -1.8765  -0.4457
I  -2.4786  0.3591  -0.2330
H  0.4294  0.9474  -1.3478
H  0.3480  1.7846  0.2093
H  1.5687  0.5248  -0.0592
H  0.4594  -0.5497  1.9646
H  -0.0177  -1.4895  -1.7181

Löwdin population analysis, charges in e, atoms 1 to 8:
1 C -0.195
2 C -1.305
3 O -0.176
4 S 0.695
5 I 0.790
6 H 0.067
7 H 0.078
8 H 0.079


*two*
The following is a DFT calculation (ωB97M-V/def2-TZVPD) of C2H5IOS as an isolated structure.

Values from the calculation:
Molar mass: 204.032 g mol⁻¹
Kohn-Sham gap (spin up / spin down): 0.31125 / 0.31127 Eh
HOMO (spin up / spin down): -8.687 / -8.687 eV

CARTESIAN COORDINATES (ANGSTROEM)
C  1.8206  -0.6368  0.3692
C  -1.6595  0.4407  -0.8329
O  0.0529  1.3696  1.0259
S  -0.0879  0.0119  0.5571
I  -3.2949  -0.2056  0.2774
H  2.0647  -1.0805  -0.5864
H  2.5589  0.0095  0.5562
H  1.7828  -1.4847  1.0442
H  -1.7196  0.0935  -1.7758
H  -1.5181  1.4825  -0.6349

Löwdin population analysis, charges in e, atoms 1 to 8:
1 C -0.175
2 C -0.742
3 O -0.585
4 S 0.786
5 I 0.783
6 H 0.025
7 H -0.019
8 H 0.024


Here is how they stack up, most stable first: *one*, *two*.


*one*
The following is a DFT calculation (ωB97M-V/def2-TZVPD) of one molecule with the formula C2H7N2O.

Values from the calculation:
Molar mass: 75.091 g mol⁻¹
Multiplicity: 2
Kohn-Sham gap (spin up / spin down): 0.16502 / 0.41689 Eh
HOMO (spin up / spin down): -3.700 / -10.745 eV

CARTESIAN COORDINATES (ANGSTROEM)
N  0.1488  0.1586  -1.6503
C  -0.3172  -0.4690  -0.3564
C  0.0501  0.4388  0.7874
N  -0.3216  -0.0618  2.0145
O  0.6500  1.4798  0.6307
H  1.1069  0.5023  -1.3776
H  -0.2908  1.0570  -1.9159
H  0.3602  -0.5586  -2.4099
H  -1.3772  -0.7227  -0.3583
H  0.2687  -1.3882  -0.3268
H  -0.1061  -1.0280  2.1928
H  -0.1719  0.5917  2.7698

Löwdin population analysis, charges in e, atoms 1 to 8:
1 N 0.026
2 C -0.223
3 C -0.588
4 N 0.145
5 O 0.039
6 H 0.080
7 H 0.095
8 H 0.036


*two*
The following is a DFT calculation (ωB97M-V/def2-TZVPD) of a 2-piece molecular cluster, C2H7N2O overall.

Values from the calculation:
Molar mass: 75.091 g mol⁻¹
Multiplicity: 2
Kohn-Sham gap (spin up / spin down): 0.39547 / 0.27148 Eh
HOMO (spin up / spin down): -9.764 / -9.708 eV

CARTESIAN COORDINATES (ANGSTROEM)
C  -1.8951  0.8756  -0.5898
O  -0.6089  0.7573  -1.0819
H  -2.7360  0.5247  -1.2990
H  -1.8339  0.5662  0.4824
H  -1.9424  1.9507  -0.3865
N  2.1877  -0.7496  -0.1216
C  1.1817  -0.2414  0.6600
N  0.8101  -1.1210  1.6276
H  2.0753  -0.4916  -1.0370
H  2.3865  -1.8126  -0.0126
H  0.1749  0.4018  -0.4456
H  0.2001  -0.6601  2.2040

Löwdin population analysis, charges in e, atoms 1 to 8:
1 C -0.204
2 O -0.204
3 H 0.110
4 H 0.078
5 H 0.065
6 N 0.041
7 C -0.199
8 N 0.101


Here is how they stack up, most stable first: *one*, *two*.


*one*
The following is a DFT calculation (ωB97M-V/def2-TZVPD) of a 2-piece molecular cluster, CH2N2O2S2 overall.

Values from the calculation:
Molar mass: 138.173 g mol⁻¹
Kohn-Sham gap (spin up / spin down): 0.25654 / 0.24559 Eh
HOMO (spin up / spin down): -9.945 / -9.858 eV

CARTESIAN COORDINATES (ANGSTROEM)
C  -1.4734  1.4152  -1.3939
N  -1.3166  2.5246  -1.4854
N  0.4959  -0.8563  1.4808
O  1.7806  -1.3482  -0.8278
O  1.1481  0.9193  0.0907
S  -1.6987  -0.2358  -1.4051
S  0.9015  -0.4543  -0.0926
H  0.2738  -1.7395  1.8014
H  -0.1111  -0.2250  1.8319

Löwdin population analysis, charges in e, atoms 1 to 8:
1 C -0.877
2 N 0.096
3 N -0.028
4 O -0.290
5 O -0.300
6 S 0.647
7 S 0.667
8 H 0.057


*two*
The following is a DFT calculation (ωB97M-V/def2-TZVPD) of CH2N2O2S2 as an isolated structure.

Values from the calculation:
Molar mass: 138.173 g mol⁻¹
Kohn-Sham gap: 0.27068 Eh
HOMO: -9.991 eV

CARTESIAN COORDINATES (ANGSTROEM)
C  1.3688  -1.9709  0.3313
N  0.9195  -2.9230  -0.1002
N  -0.8366  1.6521  0.1391
O  -0.1134  0.1924  -1.5650
O  -1.5303  -0.7686  0.2608
S  1.8491  -0.5535  0.8566
S  -0.4883  0.0952  -0.2053
H  -0.5393  2.1149  -0.7118
H  -0.6294  2.1613  0.9945

Löwdin population analysis, charges in e, atoms 1 to 8:
1 C -0.944
2 N 0.116
3 N -0.080
4 O -0.308
5 O -0.268
6 S 0.761
7 S 0.555
8 H 0.073


Here is how they stack up, most stable first: *two*, *one*.